(1)
Here is C7H9N2O2Sc as an isolated structure from the Open Molecules 2025 dataset. Energies are from wB97M-V/def2-TZVPD.

The geometry in XYZ format:
```
21
Properties=species:S:1:pos:R:3
H 2.62 -1.43 -0.65
H 0.06 1.27 -2.80
C 0.69 1.05 -1.95
O -1.25 0.42 1.62
H 1.88 2.52 0.89
H -1.34 -2.65 0.44
N -1.75 -1.72 0.29
O -2.99 0.08 3.07
H -2.33 -1.80 -0.55
N -2.58 -1.41 1.39
H -3.34 -2.03 1.62
C 1.72 1.76 0.13
C 2.13 -0.47 -0.74
H 0.42 3.00 -1.06
C 2.33 0.51 0.25
C -2.37 -0.28 2.14
C 0.89 2.03 -0.97
C 1.31 -0.20 -1.84
Sc -0.21 -0.01 0.22
H 2.96 0.30 1.10
H 1.17 -0.94 -2.61
```

Computed properties:
* net charge: +2
* HOMO: -18.18 eV
* multiplicity: 1

***

(2)
Here is C13H17NSV as an isolated structure from the Open Molecules 2025 dataset. Energies are from wB97M-V/def2-TZVPD.

The geometry in XYZ format:
```
33
Properties=species:S:1:pos:R:3
H -1.19 2.71 -1.16
H -1.39 1.71 0.89
C -2.93 -3.13 1.37
C -2.28 -1.58 -0.37
V 0.64 -0.40 -0.63
H -3.67 -3.74 1.87
C 1.26 0.52 -2.20
S 0.89 -1.97 1.87
H 3.65 1.55 0.02
H 1.27 0.13 -3.22
C -3.26 -2.32 0.29
C 1.85 0.56 0.55
N -0.97 -1.58 0.06
H 2.53 -0.07 1.15
C 2.56 1.18 -1.81
C -0.70 -2.25 1.23
H -2.49 -0.96 -1.25
H 0.62 -1.04 2.88
C 2.60 1.55 -0.31
H -0.90 0.82 -2.41
H 0.33 0.56 2.16
H 2.76 2.07 -2.43
H 2.26 2.58 -0.15
C -0.24 2.23 -0.88
C 0.52 0.79 1.10
H 0.53 2.99 -1.08
C -1.61 -3.13 1.82
C -0.05 1.00 -1.72
H -0.10 2.85 1.20
C -0.33 1.92 0.64
H -4.29 -2.27 -0.08
H 3.41 0.50 -2.01
H -1.25 -3.79 2.61
```

Computed properties:
* net charge: 0
* HOMO (spin up / spin down): -5.65 / -6.30 eV
* multiplicity: 4
* ⟨S²⟩: 3.7654

***

(3)
Here is a 11-piece molecular cluster, C40H99NO27S overall from the Open Molecules 2025 dataset. Energies are from wB97M-V/def2-TZVPD.

The geometry in XYZ format:
```
168
Properties=species:S:1:pos:R:3
H 1.47 5.97 -4.17
H 5.01 -6.99 -1.37
C -0.27 4.59 1.01
H 2.54 1.61 3.06
C 0.84 -4.42 6.61
H -3.90 0.27 1.42
C 1.04 -1.52 2.28
H -1.22 5.22 1.30
C 3.62 -5.89 -0.54
C -1.72 -1.33 2.48
H -7.01 -1.81 -4.90
H 4.04 -3.97 0.39
H -4.91 -3.70 -3.24
H 3.26 4.28 3.82
C 1.92 -6.20 -4.97
H -0.81 -4.25 5.21
O -5.74 -2.19 -2.12
H 1.42 1.22 9.48
H -5.95 0.81 -6.11
H -4.82 0.63 3.11
C 2.55 -1.26 -0.02
H 0.45 5.96 -2.71
O 2.98 -6.25 -4.01
C -5.53 -3.58 -2.35
C -6.93 2.05 -0.08
H 5.69 4.97 -2.16
H 1.89 -5.17 -5.35
H -1.89 -1.09 1.34
C 4.95 5.12 -3.94
C -7.46 0.80 -0.76
C 1.05 6.34 -0.01
H 3.08 -5.90 -9.31
H 4.44 6.08 -3.89
H -5.99 -2.11 -1.18
C 3.21 -4.84 -9.11
H -8.53 0.67 -0.58
O 1.32 -4.82 -7.62
H -7.42 2.95 -0.46
C -0.26 -0.75 3.00
H -3.60 -1.38 3.83
H 5.48 -4.82 -0.23
H -5.85 -0.07 -0.13
C 4.01 3.99 -3.54
S 0.30 3.90 4.67
H 2.66 -2.39 -0.38
H -1.87 1.76 2.79
O 4.20 -1.95 1.73
H 0.65 -7.56 -3.86
H 5.33 4.97 -4.96
H 0.06 0.95 6.73
H -4.41 2.99 1.21
C -0.66 6.15 -4.56
H 0.29 -1.64 0.12
C 1.09 -1.01 0.72
O -8.29 -0.37 -5.58
H -0.69 7.24 -4.57
C -7.02 -1.02 -5.65
O 0.29 2.47 4.08
O -1.87 5.65 -3.99
H 0.84 -2.67 2.41
C 0.17 -3.80 5.39
H 4.48 2.13 0.95
C 1.34 1.44 8.41
H 0.79 -3.91 4.49
H 0.14 -0.85 8.91
O 2.44 -4.13 -10.09
C -0.70 3.07 0.56
N 5.20 2.86 1.15
C -2.30 2.86 0.26
H 1.32 3.93 5.66
O -6.77 -0.35 -0.26
O 0.51 4.20 -3.74
H 4.80 -0.50 0.26
H 2.80 -3.41 -7.53
H 1.80 -3.94 6.81
C 4.93 3.64 2.42
C 1.09 4.79 1.95
H 1.00 -5.50 6.47
H 2.98 4.97 -2.20
O 0.25 -0.66 7.97
H -0.23 -6.49 -4.98
C -3.02 1.99 2.78
H -3.11 4.15 1.98
H 1.98 -1.19 2.92
H 1.98 2.70 1.26
H 2.68 -3.19 -10.01
C 2.33 3.76 1.69
H -5.94 -0.11 -3.43
H 3.25 -5.04 -6.95
H -6.51 -4.04 -2.53
H -2.64 3.63 -0.57
H 2.15 -6.88 -5.79
H -0.12 2.78 -0.44
H 3.14 3.93 -4.20
O -6.12 0.58 -4.09
H -0.81 1.09 8.28
H -0.78 -4.76 7.65
O 0.37 -5.65 -3.20
C 0.68 5.27 3.46
C 0.52 5.63 -3.75
O 1.60 6.06 1.33
H 6.16 2.43 1.31
H -0.20 0.36 2.62
H 5.35 -2.21 3.63
H 4.38 -4.53 -2.35
H 5.57 3.16 3.29
H -3.32 2.49 3.80
H -6.91 -1.46 -6.64
H -7.07 1.99 1.00
H 3.11 -7.19 -3.77
H -4.70 -5.28 -1.26
O -5.52 2.15 -0.31
H -5.40 2.36 -1.25
H 0.93 -4.60 -8.48
O 0.02 -4.21 7.75
O 4.36 -3.86 -1.63
H 3.67 -6.48 0.37
H -2.00 6.09 -3.14
H 1.24 -5.48 -2.80
H -0.29 -2.32 6.56
H -3.90 -3.73 -0.93
O 4.13 -6.65 -1.64
C 4.87 -1.39 2.93
H -7.28 0.84 -1.84
H 4.27 -4.58 -9.23
H -0.26 2.33 1.38
O -0.04 -2.40 5.62
H 4.54 3.03 -3.56
C -4.86 -4.21 -1.13
O 6.06 5.17 -3.04
H 0.72 0.12 0.62
O 1.31 7.32 -0.88
C -3.77 0.52 2.56
H 2.57 -5.66 -0.77
H 3.55 0.08 1.63
H -0.43 3.94 -3.69
H 1.28 2.53 8.27
H 5.66 -0.58 2.59
O -1.04 4.19 5.44
O -5.68 -4.00 0.02
C -5.91 0.00 -5.38
H -0.61 5.79 -5.59
C 3.35 3.52 2.94
H -8.22 0.28 -4.85
C -3.29 3.05 1.55
H 2.98 4.23 0.80
H -2.33 -0.08 4.35
H 4.06 -0.83 3.59
H -0.15 -0.74 4.17
H -0.25 5.99 3.36
C -2.87 -0.57 3.40
C 4.43 -4.60 -0.41
H -4.93 -0.47 -5.41
H -6.48 -4.55 -0.09
H 5.21 4.78 2.37
H 1.57 5.95 3.87
C 3.85 -0.78 0.87
H 2.38 0.01 7.63
O 3.26 2.14 3.52
O 0.13 5.22 -0.29
H -2.51 1.77 -0.18
C 0.12 0.75 7.80
O 2.52 0.96 7.78
O 3.57 4.20 -2.19
H 2.55 -0.61 -1.01
H -1.80 -2.47 2.74
C 0.61 -6.55 -4.28
C 2.70 -4.49 -7.72
```

Computed properties:
* net charge: 0
* HOMO: -9.32 eV
* multiplicity: 1

***

(4)
Here is C54H58BaCl3N5O6P2S as an isolated structure from the Open Molecules 2025 dataset. Energies are from wB97M-V/def2-TZVPD.

The geometry in XYZ format:
```
130
Properties=species:S:1:pos:R:3
O 1.99 -2.72 -2.23
C 3.92 2.73 1.12
Ba 1.15 -0.70 -0.40
C 1.81 2.87 2.23
C -5.99 3.71 0.59
C -1.59 -5.28 0.76
H -0.73 -1.12 -2.91
H -2.64 -3.77 -4.71
H 2.75 -5.73 0.93
C -2.18 -4.87 -0.60
C -1.36 -3.20 5.43
H -3.30 -2.03 2.92
H 2.06 -1.64 5.68
C -3.28 4.25 -3.95
O -1.32 4.71 -1.80
C -1.39 3.50 -1.55
H -6.81 3.93 1.26
C -6.24 3.33 -0.72
H -1.78 -5.54 -1.37
H -4.02 -5.98 -0.26
H -2.65 0.94 -4.06
C 3.56 -3.57 -4.50
H -0.72 -3.63 -3.20
C 1.90 -4.41 2.45
C 2.63 2.15 1.32
C -2.38 -2.29 3.44
H 1.53 4.55 3.53
H -7.26 3.24 -1.08
H -4.15 -4.75 -1.54
H -2.45 -1.11 -3.20
H 6.80 -3.20 -7.47
C -2.49 -2.81 4.71
O 2.26 1.07 0.77
H 1.66 0.07 -6.50
N 1.34 0.97 -2.82
H 4.17 -0.16 3.98
C 2.58 -5.16 3.59
S 3.26 -2.01 -2.26
P -1.48 -3.21 -1.04
C -2.97 2.97 -3.49
H -1.44 -3.62 6.42
H 3.62 -4.82 3.73
C -3.13 2.16 -5.77
H 3.50 -0.39 2.35
C -4.17 0.12 0.68
H -2.64 0.31 2.16
C -3.44 3.44 -6.21
C 0.55 1.57 -3.71
C 0.03 -2.52 3.52
H -5.53 -0.30 -0.94
C -3.51 4.48 -5.29
H 2.59 -3.96 -4.25
C -1.53 -1.68 -3.39
H -5.39 2.75 -2.60
C 2.93 -2.16 5.28
H 5.32 4.29 1.54
H -4.10 -4.26 0.15
C -3.82 -1.59 -0.95
H 5.56 -4.24 -7.83
C -1.65 -3.12 -2.91
C 4.33 3.89 1.74
C 3.31 -0.53 3.42
H 3.82 -1.71 5.74
O -2.46 1.35 -1.81
H 0.88 -4.80 2.38
C -5.18 3.05 -1.58
C -3.87 3.14 -1.14
H -4.74 0.95 1.06
H -4.47 4.11 2.06
H -1.34 -1.66 -4.47
H 5.80 -1.31 -3.34
C -2.19 -1.31 0.83
C -4.68 3.81 1.04
H -3.06 1.34 -6.47
C -4.61 -0.58 -0.45
Cl 3.98 6.02 3.38
H -2.60 3.58 0.54
H 2.62 -6.23 3.37
C 0.62 1.29 -5.07
C -3.63 3.52 0.18
H 2.45 0.11 3.67
N 2.38 -0.26 -4.60
H -0.04 1.78 -5.77
H 2.89 -3.20 5.59
C 4.13 -2.61 -3.68
H -1.94 -4.61 1.54
C 1.56 0.35 -5.45
C -2.90 1.93 -4.41
C -2.80 -3.83 -3.63
C 2.23 0.09 -3.31
C 5.37 -2.07 -3.99
C 5.47 -3.45 -5.96
H 3.60 -4.18 1.11
C 2.61 -4.65 1.12
H -3.32 5.06 -3.23
H -1.63 1.41 -1.26
H -1.89 -6.30 1.02
H 2.05 -4.23 0.28
N -1.02 -1.69 1.49
P 1.62 -2.58 2.66
C 4.23 -3.99 -5.64
H 3.78 -4.74 -6.28
C 3.01 -1.99 3.76
C 3.47 4.54 2.60
H 2.06 -5.03 4.54
N 3.03 -0.46 -2.36
Cl 0.25 2.20 2.55
H -3.47 -2.92 5.14
H 7.01 -2.07 -5.36
O -0.59 2.75 -0.94
Cl 4.99 1.89 0.06
C -2.61 -1.96 -0.35
O 4.07 -2.22 -1.08
C -0.13 -3.07 4.80
H -2.85 -4.89 -3.37
N 6.17 -3.90 -7.10
H -0.16 2.28 -3.30
C 2.20 4.04 2.85
C -2.70 2.72 -2.03
H -0.51 -5.23 0.74
H -3.61 3.63 -7.26
H 3.85 -2.60 3.40
H -4.14 -2.12 -1.84
C -1.13 -2.10 2.77
H 0.75 -3.42 5.32
C -3.70 -4.97 -0.57
C -2.98 -0.23 1.29
H -3.77 -3.39 -3.41
C 6.04 -2.49 -5.12
H -3.75 5.49 -5.63
```

Computed properties:
* net charge: -2
* HOMO: -2.07 eV
* multiplicity: 1

***

(5)
Here is C2HN2O3 as an isolated structure from the Open Molecules 2025 dataset. Energies are from wB97M-V/def2-TZVPD.

The geometry in XYZ format:
```
8
Properties=species:S:1:pos:R:3
H -0.22 -1.47 0.24
C -0.56 0.94 -0.86
O -0.88 -0.21 -1.11
C 1.09 0.03 1.28
N 1.94 -0.69 1.54
O 0.25 0.86 0.86
N -0.98 -1.37 -0.37
O -0.64 1.91 -1.58
```

Computed properties:
* net charge: -1
* HOMO (spin up / spin down): -3.28 / -3.28 eV
* multiplicity: 1

***

(6)
Here is a 2-piece molecular cluster, C5H10N3S overall from the Open Molecules 2025 dataset. Energies are from wB97M-V/def2-TZVPD.

The geometry in XYZ format:
```
19
Properties=species:S:1:pos:R:3
C -0.69 0.79 -2.21
S -3.39 -0.82 0.95
H -2.51 0.92 -0.49
C -2.51 -0.17 -0.24
H -0.65 1.11 0.85
C -0.08 0.36 -1.13
N 1.20 0.26 0.72
H -0.81 0.38 -3.17
H 0.28 2.11 -0.05
C 1.52 -0.81 0.04
H 0.70 -1.59 -1.92
H -1.14 1.82 -2.28
H 1.56 0.63 1.56
H 2.58 -1.99 1.43
H 2.85 -2.39 -0.21
N 0.71 -0.88 -1.14
H -2.02 -0.74 -0.97
N 2.41 -1.74 0.45
C 0.16 1.04 0.14
```

Computed properties:
* net charge: +1
* HOMO: -11.71 eV
* multiplicity: 1

***

(7)
Here is C21H60AsB3F6N2NaO3Sn as an isolated structure from the Open Molecules 2025 dataset. Energies are from wB97M-V/def2-TZVPD.

The geometry in XYZ format:
```
98
Properties=species:S:1:pos:R:3
Sn -0.15 1.03 -1.27
H 1.99 1.01 -3.74
F 0.62 0.87 3.93
H 4.24 -1.23 -0.29
C -2.60 4.63 -1.32
H 1.65 3.23 -3.40
B -1.26 1.44 -4.15
C 4.25 0.91 0.01
C -2.48 0.15 3.32
H 5.82 -0.50 -0.07
H -3.91 -0.38 -4.27
F 2.92 1.34 2.80
H -3.38 -3.64 1.45
H 1.52 -5.16 4.92
H -1.12 5.84 -0.35
H 0.67 -3.12 -0.95
H -1.40 -6.40 2.41
N -0.13 4.13 -1.21
F 2.71 -0.58 4.38
H -3.21 -0.38 2.70
F 2.89 -1.07 1.80
C 5.14 1.89 0.78
H -0.39 -7.74 0.47
C -3.47 -0.40 -2.30
C 1.00 4.49 -0.33
B 2.10 -0.06 -3.66
H -3.10 -2.58 -2.02
H -1.55 4.38 0.34
C -0.04 -4.50 3.56
H -1.02 2.57 4.30
H 2.02 -5.34 3.28
H 1.16 -0.58 -3.60
H -0.96 -6.17 -0.19
H 1.14 5.57 -0.31
H 0.74 -6.43 0.15
H -2.92 0.33 4.30
H -2.75 2.91 4.22
H -1.11 0.40 -3.89
H 2.03 -3.77 3.93
B 0.45 -2.06 -0.91
H 4.47 2.50 1.38
H -2.80 5.33 -2.12
C -1.14 -3.96 1.47
H -0.20 -3.47 3.88
C -2.02 1.47 2.68
C -0.27 -6.66 0.50
H 1.49 5.05 -3.99
H 0.32 4.26 1.78
H -0.69 4.12 -3.31
N -0.17 -4.79 2.11
H 2.01 4.19 -0.60
C 4.86 -0.38 -0.57
H 1.94 3.70 1.39
H 0.22 -1.61 -1.86
C -2.60 -4.12 2.04
Na 0.46 0.36 -5.77
H -1.66 3.57 2.97
H 2.71 -0.31 -2.81
C -1.85 2.72 3.62
C 1.38 4.28 -3.23
H -2.50 3.56 -1.54
H 0.58 2.78 0.86
As 1.80 -0.13 2.96
H -1.75 -1.51 -1.89
C 0.02 4.55 -2.60
H 5.77 2.49 0.13
H -3.47 4.68 -0.67
H -2.62 -3.73 3.06
C -0.41 -6.20 1.99
H -0.87 -2.91 1.57
H 4.98 -0.24 -1.65
H 1.30 -1.49 -0.57
H -0.70 -5.08 4.21
C -1.33 4.81 -0.64
C 0.93 3.80 1.00
H 2.20 4.66 -2.62
H -2.36 -1.83 -3.54
H -0.28 1.89 -4.23
F 0.80 -1.61 3.00
H -5.28 0.01 -3.19
H -3.89 1.24 -3.58
C 1.44 -4.69 3.94
H -0.06 5.63 -2.65
H -1.71 1.62 -5.12
H -1.14 -4.18 0.41
H -1.86 1.89 -3.38
H -0.40 -1.92 -0.26
O 3.11 1.19 -0.11
C -4.24 0.22 -3.43
H -1.54 -0.39 3.44
H 5.85 1.33 1.39
H 0.35 -6.70 2.58
F 0.93 0.35 1.45
H -3.01 -5.13 2.08
O -1.77 1.68 1.47
H 2.59 -0.39 -4.56
C -2.64 -1.71 -2.49
O -3.38 0.16 -1.22
```

Computed properties:
* net charge: -1
* HOMO: -5.28 eV
* multiplicity: 1

***

(8)
Here is one molecule with the formula C4H7ClO from the Open Molecules 2025 dataset. Energies are from wB97M-V/def2-TZVPD.

The geometry in XYZ format:
```
13
Properties=species:S:1:pos:R:3
C 0.88 1.56 -1.35
H 1.50 0.76 -1.62
H -0.90 -0.74 -0.69
H -1.39 -2.44 1.05
C -0.14 -0.72 0.05
H 0.46 -2.25 1.48
C 0.05 1.57 -0.33
H 0.91 -0.83 -0.39
C -0.49 -1.73 1.15
O -0.16 0.58 0.60
H -0.78 -1.12 1.95
Cl -0.82 2.93 0.10
H 0.89 2.43 -2.00
```

Computed properties:
* net charge: 0
* HOMO: -9.23 eV
* multiplicity: 1